(1)
Here is a gas-phase ion, C4H7N2 (charge +1) in a non-equilibrium geometry from OMol25. Energies are from the ωB97M-V functional and the def2-TZVPD basis.

Results
HOMO energy: -14.674 eV
SMILES: C=NC[N+]#CC
total charge: +1
DFT total energy: -7231.9863 eV
HOMO-LUMO gap: 10.325 eV

Each line ends with the Mulliken charge.
CARTESIAN COORDINATES (ANGSTROEM)
C  0.71791  -2.14684  0.06815  -0.087
N  1.47980  -1.43345  -0.58302  -0.237
C  1.44862  -0.12961  -0.93494  -0.303
N  0.34548  0.89550  -0.47480  -0.016
C  -0.57879  1.15607  0.17838  0.589
C  -1.77211  1.56273  0.78052  -0.976
H  0.91296  -3.24937  0.23884  0.233
H  -0.24289  -1.97463  0.64621  0.124
H  1.47000  -0.15551  -2.09551  0.332
H  2.44438  0.42204  -0.65481  0.332
H  -1.69469  2.61955  0.83093  0.348
H  -1.98526  1.17393  1.83900  0.337
H  -2.54542  1.25959  0.16105  0.324

---

(2)
Here is 2 unconnected molecules or ions with the total composition C2H3IN2O in a non-equilibrium geometry from OMol25. Energies are from the ωB97M-V functional and the def2-TZVPD basis.

Results
HOMO energy: -8.540 eV
total charge: 0
DFT total energy: -15248.6344 eV
HOMO-LUMO gap: 9.053 eV

Each line ends with the Mulliken charge.
CARTESIAN COORDINATES (ANGSTROEM)
C  -2.38736  -0.24977  -0.57113  -0.224
C  1.55893  0.83369  0.25793  0.456
N  -1.85546  -1.12298  0.20976  -0.162
N  2.06261  1.79340  -0.18286  -0.314
O  1.06740  0.05708  0.93638  -0.392
I  -4.38732  0.16999  0.04359  -0.077
H  -2.13202  -1.76203  0.95636  0.215
H  -0.93826  -1.44325  -0.05601  0.253
H  2.51549  2.05561  -0.94288  0.245

---

(3)
Here is 3 unconnected molecules or ions with the total composition C2H13N2O2 in a non-equilibrium geometry from OMol25. Energies are from the ωB97M-V functional and the def2-TZVPD basis.

Results
HOMO energy (alpha / beta): -2.656 / -9.393 eV
multiplicity: 2
total charge: 0
DFT total energy: -9356.8950 eV
HOMO-LUMO gap (alpha / beta): 3.511 / 9.966 eV

Each line ends with the Löwdin spin population.
CARTESIAN COORDINATES (ANGSTROEM)
C  0.56960  1.40059  -1.42003  0.062
N  0.99620  1.89071  -0.11359  0.029
C  0.18319  -0.06484  -1.32550  0.105
N  -0.98294  -0.29310  -0.44541  0.152
H  1.36955  1.48944  -2.15682  0.003
H  -0.31689  1.97680  -1.69433  0.033
H  1.86748  1.52296  0.20770  0.004
H  0.76173  2.83190  0.13099  0.011
H  1.03593  -0.62642  -0.94101  0.008
H  0.04367  -0.46470  -2.30726  0.029
H  -0.69605  -0.14061  0.53202  0.030
H  -1.70624  0.44594  -0.63206  0.162
H  -1.32072  -1.27243  -0.48971  0.112
H  -0.40915  0.58976  3.14092  0.020
H  -1.80013  -0.05244  3.07619  0.030
O  -0.90773  -0.11672  2.71284  0.099
H  0.55269  -3.53148  -0.04687  0.017
H  0.39344  -2.88283  1.35891  0.019
O  0.36637  -2.70252  0.41304  0.074

---

(4)
Here is a molecular structure, C6H13NO in a non-equilibrium geometry from OMol25. Energies are from the ωB97M-V functional and the def2-TZVPD basis.

Results
HOMO energy: -7.833 eV
total charge: 0
DFT total energy: -9968.0015 eV
HOMO-LUMO gap: 8.600 eV

Each line ends with the Mulliken charge.
CARTESIAN COORDINATES (ANGSTROEM)
C  -1.42923  0.16089  -1.46819  -1.569
C  0.23290  -1.48962  1.53035  -0.791
C  -1.21885  1.24099  0.80816  -1.882
C  1.78186  -0.48302  -1.15932  -1.302
N  -0.21145  -1.03817  0.25959  -0.495
C  -0.62353  0.24101  -0.18454  1.977
C  0.84008  0.34763  -0.35324  0.038
O  1.54401  1.26110  0.39635  -0.526
H  0.95178  1.92167  0.77213  0.369
H  0.35179  -0.71189  2.30218  0.276
H  -2.43317  -0.20412  -1.25885  0.343
H  -0.95353  -0.52388  -2.16014  0.336
H  -1.49462  1.14510  -1.92518  0.358
H  1.20198  -1.98102  1.39074  0.255
H  -0.46567  -2.23864  1.91629  0.307
H  -0.73126  1.18253  1.78116  0.478
H  -2.26959  0.99947  0.95256  0.354
H  -1.15401  2.25664  0.42015  0.430
H  1.24036  -1.15687  -1.81414  0.341
H  2.45647  0.14861  -1.72979  0.417
H  2.38377  -1.07840  -0.47618  0.288

---

(5)
Here is a molecular structure, C15H44BNNbO12P2S in a non-equilibrium geometry from OMol25. Energies are from the ωB97M-V functional and the def2-TZVPD basis.

Results
HOMO energy: -4.669 eV
total charge: -1
DFT total energy: -73969.6002 eV
HOMO-LUMO gap: 6.846 eV

Each line ends with the Mulliken charge.
CARTESIAN COORDINATES (ANGSTROEM)
N  -0.99163  0.05689  3.89649  -0.467
B  0.38362  -0.41234  4.02983  0.536
O  1.19569  0.37359  4.81738  -0.514
Nb  0.98873  -2.44110  2.92019  -0.730
C  0.58498  -3.80420  4.65953  -1.311
C  1.77253  -3.86393  5.64512  -0.525
C  1.69354  -2.82362  6.77799  -0.784
S  3.14260  -1.83304  7.03563  1.288
O  4.10620  -2.61097  7.76477  -0.657
O  2.76528  -0.60122  7.66240  -0.641
O  3.71788  -1.46333  5.61172  -0.483
H  -1.02712  0.91868  3.35828  0.208
H  -1.51425  -0.61884  3.34813  0.224
H  2.12562  0.19903  4.65119  0.297
H  2.80564  -2.18701  3.38788  -0.014
H  1.54482  -3.68961  1.65040  -0.016
H  -0.75523  -2.68768  2.35208  -0.055
H  1.21520  -1.24406  1.52901  -0.030
H  0.48158  -4.80499  4.21395  0.445
H  -0.35921  -3.60301  5.17495  0.344
H  2.71527  -3.82385  5.09744  0.660
H  1.76210  -4.85080  6.11933  0.310
H  0.83310  -2.16096  6.68886  0.405
H  1.57278  -3.36470  7.71611  0.374
H  3.34281  -1.99416  4.85784  0.155
O  -4.79193  3.06251  -0.20123  -0.743
P  -4.42669  1.65882  0.02736  0.905
O  -5.35882  0.65922  -0.80492  -0.320
C  -5.89736  1.02700  -2.07523  -0.313
C  -5.05417  0.49193  -3.21545  -0.888
O  -4.85129  1.25721  1.51610  -0.355
C  -5.23732  2.23728  2.47735  -0.269
C  -6.74574  2.31420  2.58832  -1.078
O  -3.04840  0.89566  0.08897  -0.233
C  -2.09569  0.93617  -0.99747  -0.246
C  -1.85572  2.33569  -1.52431  -0.971
H  -6.00482  2.11069  -2.14985  0.316
H  -6.89779  0.59448  -2.12008  0.341
H  -4.08372  0.99144  -3.25164  0.102
H  -5.55481  0.66172  -4.16989  0.411
H  -4.87776  -0.57720  -3.09498  0.267
H  -4.81634  3.21165  2.22954  0.325
H  -4.80389  1.92326  3.42781  0.347
H  -7.19537  2.49810  1.61187  0.267
H  -7.04177  3.11287  3.27038  0.373
H  -7.14613  1.37107  2.96309  0.277
H  -2.42450  0.26069  -1.79047  0.172
H  -1.16932  0.52812  -0.59817  0.388
H  -2.76130  2.76403  -1.96133  0.306
H  -1.08260  2.31580  -2.29328  0.251
H  -1.53624  2.99803  -0.71949  0.350
O  2.92779  0.64289  -5.76779  -0.779
P  2.78188  0.65247  -4.30382  0.753
O  3.32572  -0.72046  -3.68528  -0.262
C  4.43932  -1.41946  -4.24056  -0.293
C  5.72350  -1.09579  -3.50423  -1.001
O  1.21038  0.49709  -4.00493  -0.146
C  0.23127  0.67766  -5.02485  -0.164
C  -0.23660  -0.65947  -5.55957  -1.172
O  2.99501  1.63202  -3.07540  -0.278
C  4.26443  2.24987  -2.79324  -0.218
C  4.91525  2.86007  -4.01688  -1.133
H  4.53911  -1.20453  -5.30631  0.309
H  4.21392  -2.48143  -4.13991  0.339
H  6.02478  -0.05994  -3.67959  0.185
H  6.53190  -1.74221  -3.84826  0.403
H  5.59522  -1.23347  -2.43049  0.274
H  0.61646  1.30486  -5.82886  0.354
H  -0.60340  1.21011  -4.56308  0.249
H  0.61030  -1.25333  -5.90335  0.283
H  -0.93267  -0.52124  -6.38875  0.393
H  -0.73877  -1.22680  -4.77472  0.280
H  4.91889  1.51805  -2.31506  0.254
H  4.05908  3.02168  -2.05400  0.308
H  5.16001  2.09807  -4.76151  0.337
H  5.83852  3.36865  -3.73938  0.380
H  4.24563  3.57943  -4.48971  0.345

---

(6)
Here is C5H8N2 in the gas phase in a non-equilibrium geometry from OMol25. Energies are from the ωB97M-V functional and the def2-TZVPD basis.

Results
HOMO energy: -9.305 eV
SMILES: [H]/N=C(C)/C=N/C=C
total charge: 0
DFT total energy: -8292.0042 eV
HOMO-LUMO gap: 8.828 eV

Each line ends with the Mulliken charge.
CARTESIAN COORDINATES (ANGSTROEM)
H  -3.27321  1.13146  -0.45241  0.267
N  -2.30453  1.29739  -0.73016  -0.669
C  -1.47332  0.52586  -0.19526  0.264
C  -1.78185  -1.14187  0.38227  -0.935
C  -0.05400  0.63301  -0.27474  -0.100
N  0.61425  -0.37859  0.18371  -0.232
C  1.99033  -0.45122  0.14280  0.128
C  2.85473  0.54956  -0.04654  -0.822
H  -1.35717  -1.95451  -0.19519  0.298
H  -2.85712  -1.16658  0.21722  0.367
H  -1.52196  -1.13581  1.43389  0.290
H  0.37366  1.56839  -0.63641  0.301
H  2.35624  -1.46109  0.26937  0.359
H  3.91829  0.41800  0.07380  0.264
H  2.51566  1.56598  -0.17233  0.221

---

(7)
Here is a molecular structure, C35H33ClN4S2Si2V in a non-equilibrium geometry from OMol25. Energies are from the ωB97M-V functional and the def2-TZVPD basis.

Results
HOMO energy (alpha / beta): -9.842 / -9.612 eV
multiplicity: 3
total charge: +1
DFT total energy: -118422.9563 eV
HOMO-LUMO gap (alpha / beta): 6.268 / 6.879 eV

Each line ends with the Löwdin spin population.
CARTESIAN COORDINATES (ANGSTROEM)
C  -1.72627  -0.41721  5.33372  0.000
C  -2.39866  0.08659  4.18001  0.030
C  -2.28626  -0.90369  3.15277  0.031
H  -2.98952  0.99867  4.12402  0.006
C  -1.51521  -1.99554  3.66140  0.031
C  -1.17531  -1.69144  5.01275  0.020
H  -0.69271  -2.37634  5.71256  0.001
H  -1.73416  0.04701  6.32070  0.000
H  -2.71534  -0.84204  2.16014  0.006
H  -1.29601  -2.91355  3.12103  0.007
V  -0.40237  -0.24438  3.68073  2.039
Si  0.28380  -0.04898  0.89677  -0.143
C  -0.65634  1.41787  0.24292  -0.035
C  0.02084  2.11218  -0.77246  -0.012
H  1.00883  1.76009  -1.07656  -0.002
C  -0.55157  3.22834  -1.38189  -0.001
H  -0.01727  3.73275  -2.19151  0.000
C  -1.81284  3.67444  -0.97224  -0.006
H  -2.26928  4.52936  -1.47416  0.000
C  -2.48919  3.01312  0.05974  0.001
H  -3.47784  3.36355  0.37582  0.000
C  -1.91960  1.88909  0.67015  -0.007
H  -2.46628  1.36148  1.45840  0.000
C  -0.45790  -1.60014  0.17503  -0.009
C  -1.62103  -1.57013  -0.62066  -0.007
H  -2.09673  -0.61425  -0.85174  0.000
C  -2.16794  -2.75613  -1.12352  0.002
H  -3.04487  -2.71074  -1.77579  0.000
C  -1.58476  -3.98823  -0.80543  -0.007
H  -2.00073  -4.91131  -1.21208  0.000
C  -0.45896  -4.03437  0.02777  0.001
H  -0.00464  -4.99529  0.28762  0.000
C  0.10208  -2.85054  0.50935  -0.004
H  1.00255  -2.87554  1.13064  0.001
H  1.77855  0.05912  0.79710  -0.018
Si  2.46480  0.37286  -4.50132  0.000
C  1.70831  -1.26593  -4.97705  0.000
C  0.75804  -1.41828  -6.00917  0.000
H  0.44769  -0.55397  -6.60672  0.000
C  0.18163  -2.67236  -6.26382  0.000
H  -0.59815  -2.76964  -7.02545  0.000
C  0.58984  -3.79496  -5.53344  0.000
H  0.12945  -4.76666  -5.71516  0.000
C  1.59621  -3.66687  -4.56832  0.000
H  1.93452  -4.54029  -4.00460  0.000
C  2.17063  -2.41622  -4.31427  0.000
H  2.97750  -2.32663  -3.58086  0.000
C  1.34056  1.72825  -5.10700  0.000
C  0.04587  1.75259  -4.57374  0.000
H  -0.27339  0.96816  -3.87860  0.000
C  -0.83499  2.78716  -4.90350  0.000
H  -1.82168  2.81074  -4.43478  0.000
C  -0.44536  3.78315  -5.80555  0.000
H  -1.13375  4.59330  -6.04606  0.000
C  0.82739  3.73563  -6.38874  0.000
H  1.12790  4.51346  -7.09761  0.000
C  1.71606  2.70231  -6.05554  0.000
H  2.70555  2.64930  -6.52195  0.000
H  3.75940  0.51219  -5.18752  0.000
Cl  3.00859  0.50914  -2.51536  0.000
N  -1.44158  3.15197  4.03164  0.003
C  -0.47100  2.73042  4.84687  0.002
N  0.14748  1.53724  4.73380  0.000
C  1.13955  1.37593  5.70411  0.004
C  1.26756  2.45430  6.55829  0.000
S  0.14686  3.71567  6.17144  0.000
C  1.84381  0.13516  5.66029  0.004
C  2.89025  -0.33459  6.43435  0.001
S  3.33742  -1.95020  5.99324  0.002
C  2.09433  -1.92327  4.74437  0.022
N  1.40193  -0.77030  4.69501  0.014
N  1.83819  -2.96879  3.94122  0.016
H  -1.84878  4.06752  4.19636  0.000
H  -1.68305  2.64375  3.17794  0.001
H  1.97290  2.48630  7.37119  0.000
H  3.34202  0.23740  7.22481  0.000
H  2.41745  -3.79593  4.00485  0.001
H  1.05498  -2.95278  3.29322  0.006

---

(8)
Here is 2 unconnected molecules or ions with the total composition C2H5BrSi in a non-equilibrium geometry from OMol25. Energies are from the ωB97M-V functional and the def2-TZVPD basis.

Results
HOMO energy (alpha / beta): -9.428 / -8.431 eV
total charge: 0
DFT total energy: -80070.4347 eV
HOMO-LUMO gap (alpha / beta): 7.715 / 7.825 eV

Each line ends with the Mulliken charge.
CARTESIAN COORDINATES (ANGSTROEM)
C  -0.04607  0.68834  -0.81877  -0.680
C  -0.31381  0.43429  0.78402  -0.715
Si  1.25956  -0.40790  -0.04323  0.225
Br  3.48104  0.25602  -0.05563  -0.220
H  -0.86266  0.53196  -1.46270  0.373
H  0.12096  1.73261  -1.01490  0.303
H  -0.08562  1.29667  1.31597  0.299
H  -1.15939  -0.03358  1.02002  0.403
H  1.40744  -2.78899  1.80786  0.012

---

What is the DFT total energy in the sixth record? -8292.0042 eV

---

What is the total charge in the sixth record? 0

---

DFT total energy of number 1 (C4H7N2)? -7231.9863 eV

---

Look up the DFT total energy of the fourth one. -9968.0015 eV